Entry 1:
# C22H29Cl8INPS

A 5-piece molecular cluster, C22H29Cl8INPS overall in a non-equilibrium geometry (the ωB97M-V functional and the def2-TZVPD basis, OMol25).

Output
HOMO (eV): -7.30
LUMO (Ha): 0.00863
E_tot (eV): -153168.8955
Frontier orbital gap (eV): 7.535

Each line ends with the Mulliken charge.
CARTESIAN COORDINATES (ANGSTROEM)
C -1.426 2.933 -2.008  -0.40
C -1.753 2.569 -3.569  -0.62
P -0.152 2.862 -4.603  0.03
C 0.000 4.740 -4.784  -0.84
C 1.213 2.163 -3.463  0.53
C 2.415 2.974 -2.919  -0.32
C 3.456 2.301 -1.947  -0.56
C 3.293 0.800 -1.509  -0.12
C 2.068 0.017 -2.125  0.58
C 1.032 0.639 -3.083  -0.70
S 1.944 -1.758 -1.550  -0.32
C 2.382 -1.576 0.260  0.38
C 1.627 -2.356 1.361  -0.12
C 2.025 -2.112 2.858  0.68
C 1.181 -2.906 3.976  0.09
C 0.595 -1.856 5.080  -0.45
C -0.406 -2.636 6.069  -0.88
I -0.465 -0.253 4.002  0.05
C 3.177 -1.112 3.186  -0.55
C 3.928 -0.341 2.049  -0.61
C 3.544 -0.546 0.537  0.41
N 4.247 0.181 -0.565  -0.32
H -0.906 3.944 -1.892  0.13
H -2.465 3.016 -1.490  0.18
H -0.839 2.083 -1.490  0.10
H -1.893 1.428 -3.579  0.28
H -2.646 3.152 -3.969  0.36
H 0.928 5.084 -4.215  0.20
H 0.061 5.119 -5.857  0.35
H -0.899 5.262 -4.287  0.25
H 2.514 4.065 -3.223  0.15
H 4.327 2.936 -1.545  0.16
H 0.184 -0.014 -3.467  0.28
H 0.792 -3.076 1.036  -0.46
H 1.744 -3.777 4.453  0.40
H 0.227 -3.313 3.444  -0.47
H 1.415 -1.356 5.696  0.47
H -0.366 -2.252 7.145  0.28
H -0.147 -3.764 6.028  0.27
H -1.495 -2.559 5.687  0.23
H 3.419 -0.979 4.302  0.22
H 4.781 0.365 2.368  0.20
H 4.777 0.981 -0.165  0.40
Cl -2.691 -6.388 1.775  -0.17
C -2.622 -4.815 2.578  -0.41
Cl -1.115 -3.970 2.199  -0.04
H -3.461 -4.208 2.241  0.31
H -2.682 -4.964 3.655  0.30
Cl 0.214 5.134 0.285  -0.18
C 0.389 3.509 0.964  -0.49
Cl 1.570 2.559 0.053  0.14
H 0.723 3.593 1.997  0.35
H -0.576 3.004 0.928  0.26
Cl -4.465 1.099 -1.251  -0.11
C -5.709 2.181 -1.887  -0.30
Cl -5.683 2.218 -3.654  -0.15
H -6.686 1.831 -1.555  0.32
H -5.529 3.187 -1.509  0.25
Cl -3.383 -4.522 -2.238  -0.16
C -1.784 -5.152 -1.824  -0.32
Cl -0.726 -3.869 -1.226  -0.03
H -1.892 -5.911 -1.050  0.17
H -1.336 -5.593 -2.713  0.33

Entry 2:
# C22H29F7MoN6S3SbSi

C22H29F7MoN6S3SbSi as an isolated structure (the ωB97M-V functional and the def2-TZVPD basis, OMol25).

Output
HOMO (spin up / spin down) (eV): -7.02 / -7.38
Relative energy (zero: lowest compared OMol25 entry of this formula, charge and spin) (kJ/mol): 329.0
LUMO (spin up / spin down) (Ha): -0.03493 / -0.12883
E_tot (eV): -100026.9729
Spin multiplicity: 4
Frontier orbital gap (spin up / spin down) (eV): 6.073 / 3.877

Each line ends with the Mulliken charge.
CARTESIAN COORDINATES (ANGSTROEM)
Mo 1.139 0.299 0.840  0.61
C 5.776 -2.648 0.185  -0.80
S 5.035 -1.883 -1.267  -0.04
C 3.795 -0.859 -0.567  0.60
S 3.239 -1.057 1.032  -0.31
N 3.351 0.031 -1.410  -1.64
N 2.360 0.815 -0.867  1.13
C 2.111 1.890 -1.528  -0.64
C 1.157 2.803 -0.942  0.70
C 0.797 4.018 -1.499  -0.88
C -0.115 4.811 -0.822  -0.45
C -0.619 4.371 0.388  -0.49
C -0.209 3.142 0.882  -0.25
N 0.658 2.372 0.231  0.41
H 6.404 -3.453 -0.194  0.35
H 6.387 -1.932 0.729  0.29
H 5.012 -3.065 0.837  0.27
H 2.649 2.093 -2.446  0.31
H 1.227 4.320 -2.444  0.52
H -0.436 5.756 -1.238  0.40
H -1.354 4.935 0.940  0.43
H -0.592 2.755 1.815  0.09
C -1.035 0.678 3.712  -0.80
Si -0.526 -1.091 3.405  0.10
C -2.084 -2.086 3.183  -1.02
C 0.482 -1.660 4.902  -1.38
N 0.495 -1.288 1.961  0.58
C 0.589 -2.568 1.424  0.31
C 0.562 -3.751 2.179  -0.39
C 0.637 -5.002 1.587  -0.95
C 0.748 -5.139 0.212  -0.52
C 0.802 -3.993 -0.571  -0.94
C 0.730 -2.772 0.050  0.40
F 0.814 -1.650 -0.746  0.24
H -1.483 0.719 4.710  0.48
H -1.804 0.996 3.004  0.03
H -0.204 1.382 3.696  0.29
H -2.665 -2.085 4.110  0.40
H -1.900 -3.122 2.901  0.41
H -2.694 -1.616 2.408  0.18
H 0.441 -0.920 5.705  0.40
H 1.529 -1.812 4.635  0.35
H 0.103 -2.598 5.316  0.39
H 0.496 -3.679 3.256  0.37
H 0.611 -5.883 2.217  0.42
H 0.800 -6.116 -0.248  0.39
H 0.902 -4.033 -1.648  0.46
F -0.836 0.309 0.368  -0.45
Sb -3.143 1.515 0.029  2.04
F -3.450 -0.038 -1.288  -0.68
F -2.421 2.665 -1.467  -0.66
F -4.870 2.067 -0.526  -0.58
F -3.188 2.878 1.438  -0.59
F -3.751 0.252 1.366  -0.59
C -0.858 2.143 -5.650  -0.87
N -1.928 1.402 -5.000  0.24
C -3.231 1.420 -5.355  -0.07
C -3.908 0.615 -4.462  -0.57
N -3.005 0.122 -3.608  0.23
C -1.772 0.607 -3.892  -0.27
S -0.370 0.262 -3.077  -0.05
H -1.118 2.289 -6.695  0.34
H 0.063 1.575 -5.570  0.34
H -0.729 3.107 -5.161  0.31
H -3.593 1.993 -6.191  0.46
H -4.957 0.394 -4.381  0.43
H -3.226 -0.385 -2.707  0.36
C 1.893 1.275 2.286  -0.93
H 2.076 2.349 2.327  0.33
H 2.203 0.761 3.198  0.44

Entry 3:
# C22H29F9NO4P2

A 2-piece molecular cluster, C22H29F9NO4P2 overall in a non-equilibrium geometry (the ωB97M-V functional and the def2-TZVPD basis, OMol25).

Output
HOMO (eV): -10.97
Net charge: +1
LUMO (Ha): -0.18189
E_tot (eV): -75974.5446
Frontier orbital gap (eV): 6.023

Each line ends with the Mulliken charge.
CARTESIAN COORDINATES (ANGSTROEM)
C -0.462 6.510 3.681  -0.46
C -1.480 6.065 2.786  -0.11
C -2.473 5.373 1.632  -0.64
C -1.884 3.871 1.295  0.09
C -2.527 2.560 2.040  0.07
C -3.754 2.694 3.120  0.00
O -3.498 3.333 4.288  -0.50
O -5.052 2.076 2.796  -0.25
C -5.682 2.688 1.614  -0.49
C -1.941 1.039 1.714  -0.16
P -2.798 -0.415 2.608  0.43
C -2.991 -1.961 1.504  -0.78
C -2.019 -0.806 4.308  -1.02
C -0.685 0.937 0.661  0.49
C -0.079 -0.583 0.384  -0.97
C -0.522 -1.095 -1.109  0.78
C -0.994 -2.662 -1.192  -1.00
F -1.538 -0.119 -1.619  -0.39
N -0.082 2.169 -0.046  0.41
C 1.057 2.093 -1.054  -0.45
C 2.449 2.551 -0.249  -0.77
C -0.632 3.583 0.224  0.11
P 0.070 5.174 -0.635  0.46
O -1.157 5.734 -1.519  -0.65
H 0.399 7.176 4.140  0.34
H -2.556 6.038 0.670  0.47
H -3.543 5.345 2.134  0.32
H -6.576 3.363 1.987  0.25
H -6.034 1.803 0.907  0.26
H -4.977 3.366 0.972  0.22
H -3.879 -2.653 1.898  0.43
H -2.024 -2.625 1.559  0.18
H -3.284 -1.619 0.419  0.20
H -2.883 -0.649 5.117  0.33
H -1.705 -1.952 4.427  0.33
H -1.157 -0.065 4.635  0.32
H -0.282 -1.340 1.253  0.40
H 1.106 -0.438 0.347  0.35
H 0.411 -0.982 -1.840  0.10
H -0.477 -3.288 -2.048  0.19
H -2.150 -2.666 -1.431  0.35
H -0.836 -3.230 -0.178  0.18
H 1.276 1.016 -1.458  -0.07
H 0.870 2.768 -2.021  0.39
H 2.493 1.922 0.749  0.25
H 3.380 2.303 -0.918  0.37
H 2.445 3.678 0.065  0.30
H 0.452 6.101 0.405  0.18
H 1.169 4.906 -1.529  0.14
C 4.717 -5.405 -2.171  -0.71
C 4.196 -4.468 -1.071  0.90
C 2.681 -4.460 -0.896  0.09
F 2.036 -4.042 -2.008  -0.21
F 2.318 -3.604 0.097  -0.29
F 4.677 -3.214 -1.285  -0.26
F 4.757 -4.882 0.109  -0.33
O 4.998 -4.796 -3.434  -0.40
C 3.877 -4.646 -4.304  0.72
C 3.544 -3.178 -4.594  0.20
F 3.272 -2.492 -3.456  -0.18
F 2.441 -3.071 -5.383  -0.25
F 2.827 -5.337 -3.801  -0.25
F 4.220 -5.277 -5.460  -0.29
H 5.690 -5.776 -1.828  0.42
H 4.104 -6.308 -2.278  0.35
H 2.307 -5.453 -0.628  0.26
H 4.376 -2.677 -5.097  0.23

Entry 4:
# C22H29GaN3P2

C22H29GaN3P2 as an isolated structure in a non-equilibrium geometry (the ωB97M-V functional and the def2-TZVPD basis, OMol25).

Output
HOMO (spin up / spin down) (eV): -7.22 / -7.22
Net charge: +1
Relative energy (zero: lowest compared OMol25 entry of this formula, charge and spin) (kJ/mol): 567.6
LUMO (spin up / spin down) (Ha): -0.09899 / -0.09897
E_tot (eV): -98697.2879
Frontier orbital gap (spin up / spin down) (eV): 4.529 / 4.530

Each line ends with the Mulliken charge.
CARTESIAN COORDINATES (ANGSTROEM)
C -0.254 1.715 -3.554  -0.64
C -0.148 1.714 -2.173  0.00
C -0.697 0.579 -1.476  0.52
C -1.350 -0.536 -2.148  1.06
C -1.260 -0.511 -3.560  -0.89
C -0.768 0.601 -4.230  -0.69
C -2.186 -1.325 -1.303  -1.82
C -2.914 -0.497 -0.444  0.61
C -2.083 0.398 0.317  -0.32
C -2.799 0.908 1.474  0.37
C -4.135 1.299 1.266  -1.12
C -4.933 0.565 0.373  -0.35
C -4.329 -0.433 -0.374  -0.45
H 0.119 2.562 -4.129  0.49
H -1.649 -1.356 -4.129  0.40
H -0.801 0.621 -5.320  0.42
H -2.578 -2.290 -1.623  0.46
H -4.597 2.042 1.916  0.45
H -6.011 0.736 0.284  0.43
H -4.895 -1.144 -0.982  0.42
N -0.776 0.601 -0.083  -0.24
Ga 1.467 -0.148 -0.712  0.52
C 0.746 2.710 -1.431  -1.34
H 0.311 3.020 -0.470  0.36
H 0.957 3.597 -2.042  0.56
C -2.305 0.503 2.810  -0.95
H -1.381 1.033 3.078  0.34
H -3.061 0.644 3.594  0.63
P 2.360 1.892 -1.075  0.85
P -2.003 -1.330 2.563  0.73
C -2.348 -2.161 4.116  -1.13
H -1.590 -2.935 4.299  0.39
H -2.345 -1.447 4.954  0.37
H -3.337 -2.631 4.042  0.40
C -0.202 -1.331 2.307  -0.66
H 0.312 -1.324 3.283  0.48
H 0.096 -2.220 1.738  0.13
H 0.085 -0.423 1.743  -0.11
C 3.356 2.078 -2.577  -1.24
H 3.759 3.096 -2.661  0.41
H 4.195 1.372 -2.535  0.35
H 2.771 1.857 -3.478  0.37
C 3.232 2.666 0.307  -1.10
H 4.037 1.995 0.652  0.31
H 3.675 3.628 0.002  0.41
H 2.539 2.831 1.145  0.36
H -2.730 -1.870 1.395  0.11
H 1.301 -1.027 -1.991  -0.13
N 4.863 -2.229 0.875  -0.06
C 3.873 -3.147 1.227  -0.67
C 2.702 -2.618 0.798  -0.37
N 2.948 -1.365 0.231  0.16
C 4.273 -1.180 0.264  -0.23
H 5.867 -2.331 1.010  0.23
H 4.085 -4.074 1.730  0.40
H 1.710 -3.039 0.846  0.58
H 4.826 -0.337 -0.141  0.41

Entry 5:
# C22H29InN8OS

C22H29InN8OS as an isolated structure in a non-equilibrium geometry (the ωB97M-V functional and the def2-TZVPD basis, OMol25).

Output
HOMO (spin up / spin down) (eV): -18.43 / -18.43
Net charge: +4
Relative energy (zero: lowest compared OMol25 entry of this formula, charge and spin) (kJ/mol): 41.5
LUMO (spin up / spin down) (Ha): -0.47901 / -0.51516
E_tot (eV): -53223.8748
Frontier orbital gap (spin up / spin down) (eV): 5.398 / 4.414

Each line ends with the Mulliken charge.
CARTESIAN COORDINATES (ANGSTROEM)
In 0.146 -1.003 -0.466  0.93
N -4.473 -1.258 3.662  -0.15
C -3.967 -1.277 2.233  0.08
C -4.441 0.000 1.540  -1.15
C -4.153 0.009 0.036  -0.05
N -2.722 0.210 -0.259  -0.40
C -4.684 -1.281 -0.605  -1.23
C -4.194 -2.574 0.063  -0.01
N -2.760 -2.834 -0.164  -0.42
C -4.511 -2.532 1.558  -1.27
H -4.173 -0.422 4.168  0.37
H -4.154 -2.072 4.193  0.38
H -5.497 -1.273 3.683  0.40
H -2.879 -1.305 2.278  0.16
H -3.986 0.883 1.999  0.46
H -5.526 0.082 1.660  0.46
H -4.728 0.838 -0.389  0.39
H -2.409 1.101 0.114  0.11
H -2.617 0.261 -1.267  0.32
H -4.427 -1.293 -1.668  0.45
H -5.773 -1.265 -0.545  0.39
H -4.786 -3.390 -0.363  0.39
H -2.615 -3.006 -1.152  0.30
H -2.491 -3.674 0.336  0.20
H -4.112 -3.434 2.033  0.44
H -5.600 -2.548 1.666  0.47
N 4.876 -2.721 -0.808  0.03
C 5.324 -1.455 -0.547  0.78
C 6.582 -0.914 -0.415  -1.05
C 6.633 0.433 -0.090  -0.45
C 5.456 1.235 0.078  -0.49
C 4.211 0.715 -0.079  -0.64
C 4.119 -0.670 -0.382  0.63
N 3.041 -1.447 -0.536  -0.28
C 3.519 -2.690 -0.791  0.37
C 2.666 -3.815 -0.968  -0.15
C 3.056 -5.109 -1.262  -0.31
S 1.727 -6.134 -1.334  0.03
C 0.700 -4.788 -0.963  -0.10
N 1.302 -3.655 -0.806  -0.16
H 5.465 -3.522 -0.981  0.27
H 7.485 -1.495 -0.551  0.45
H 7.600 0.902 0.043  0.43
H 5.581 2.278 0.332  0.44
H 3.310 1.304 0.024  0.46
H 4.053 -5.485 -1.445  0.35
H -0.369 -4.922 -0.869  0.38
N 1.019 7.617 -0.674  -0.23
C 1.766 6.571 -0.866  0.36
O 2.997 6.533 -1.048  -0.15
C 1.180 5.158 -0.846  0.31
C 1.001 4.471 -2.035  -0.20
C 0.603 3.139 -1.946  -0.64
N 0.427 2.510 -0.785  -0.24
C 0.594 3.195 0.348  -0.55
C 0.990 4.528 0.378  -0.17
H 1.437 8.544 -0.701  0.30
H 0.016 7.554 -0.560  0.28
H 1.153 4.928 -3.005  0.51
H 0.446 2.565 -2.851  0.45
H 0.433 2.662 1.278  0.44
H 1.131 5.037 1.323  0.51

Entry 6:
# C22H29N2O5PdS

C22H29N2O5PdS as an isolated structure (the ωB97M-V functional and the def2-TZVPD basis, OMol25).

Output
HOMO (eV): -11.22
Net charge: +1
Relative energy (zero: lowest compared OMol25 entry of this formula, charge and spin) (kJ/mol): 0.0
LUMO (Ha): -0.11347
E_tot (eV): -50812.1689
Frontier orbital gap (eV): 8.136

Each line ends with the Mulliken charge.
CARTESIAN COORDINATES (ANGSTROEM)
Pd -0.463 0.061 0.508  0.78
O 0.711 1.672 0.325  -0.17
C 1.709 1.572 -0.760  2.90
C 1.516 0.202 -1.454  -0.26
O 2.228 -0.105 -2.372  -0.57
O 0.546 -0.575 -1.015  -0.61
C 3.091 1.585 -0.125  -0.75
C 3.273 1.357 1.233  -0.33
C 4.552 1.369 1.774  -0.87
C 5.650 1.599 0.961  -0.39
C 5.469 1.809 -0.400  -0.87
C 4.196 1.803 -0.943  -0.24
C 1.460 2.739 -1.690  -0.10
C 0.849 2.586 -2.930  -0.38
C 0.569 3.702 -3.706  -0.93
C 0.885 4.972 -3.246  -0.42
C 1.490 5.130 -2.007  -0.88
C 1.783 4.017 -1.234  -0.13
H 0.305 2.549 0.344  0.29
H 2.423 1.175 1.876  0.44
H 4.686 1.201 2.834  0.41
H 6.645 1.616 1.385  0.41
H 6.323 1.979 -1.042  0.41
H 4.057 1.954 -2.005  0.47
H 0.612 1.600 -3.305  0.48
H 0.108 3.576 -4.676  0.43
H 0.667 5.838 -3.856  0.42
H 1.750 6.117 -1.649  0.42
H 2.287 4.138 -0.282  0.43
C -0.535 -3.644 2.656  -1.13
N -1.089 -3.861 1.327  0.24
C -1.279 -5.255 0.932  -0.66
C -2.372 -5.356 -0.106  -0.70
C -2.070 -4.378 -1.220  -0.71
N -1.934 -3.027 -0.673  0.32
C -2.273 -1.953 -1.592  -1.04
C -1.463 -2.818 0.566  0.61
O -1.362 -1.655 1.084  -0.54
H -1.301 -3.768 3.425  0.34
H -0.113 -2.649 2.732  0.28
H 0.252 -4.378 2.823  0.41
H -1.533 -5.823 1.827  0.42
H -0.335 -5.651 0.545  0.31
H -3.333 -5.103 0.346  0.29
H -2.438 -6.371 -0.494  0.36
H -2.885 -4.354 -1.943  0.46
H -1.156 -4.651 -1.756  0.31
H -3.357 -1.842 -1.670  0.33
H -1.874 -2.199 -2.575  0.39
H -1.826 -1.012 -1.295  0.30
C -3.970 0.723 1.065  -0.69
S -2.884 0.487 2.461  0.52
C -3.466 1.812 3.498  -1.08
O -1.522 1.030 2.004  -0.63
H -3.866 1.744 0.698  0.33
H -4.993 0.520 1.380  0.43
H -3.672 0.007 0.302  -0.02
H -4.526 1.658 3.695  0.42
H -3.293 2.757 2.985  0.33
H -2.907 1.772 4.429  0.37